Entry 1:
12 unconnected molecules or ions with the total composition C37H62FN14O7S2. Source: the OMol25 dataset; level of theory: ωB97M-V/def2-TZVPD.

Last column: Mulliken charge in e.
Element x y z (Å)
1 C -3.83 3.62 3.98  -0.537
2 C -3.49 3.51 2.54  -0.065
3 C -4.52 3.03 1.35  -0.158
4 N -3.88 3.25 -0.02  0.067
5 C -3.46 2.14 -0.70  0.022
6 N -3.59 0.66 -0.32  -0.019
7 C -2.95 -0.36 -1.25  -0.381
8 O -3.82 -1.42 -1.80  -0.204
9 C -4.56 -2.13 -0.74  -0.208
10 C -6.19 -2.06 -0.85  -0.912
11 S -1.44 -1.20 -0.51  1.526
12 C -0.08 0.05 -0.03  -0.263
13 O -1.71 -2.03 0.76  -0.709
14 O -0.91 -2.23 -1.59  -0.631
15 C -2.74 0.62 -2.59  0.246
16 C -1.63 0.19 -3.71  -1.582
17 O -0.23 0.22 -3.25  0.290
18 C 0.71 0.36 -4.40  -0.440
19 C 2.09 1.22 -4.00  0.118
20 C 3.44 0.34 -4.32  -1.073
21 S -4.33 0.58 -3.64  1.193
22 O -4.25 1.83 -4.60  -0.606
23 O -5.62 0.83 -2.78  -0.581
24 F -4.43 -0.79 -4.67  -0.259
25 N -2.80 2.04 -2.06  0.152
26 C -1.65 2.97 -2.37  -0.529
27 O -1.60 3.41 -3.80  -0.267
28 C -0.33 4.21 -3.85  -0.406
29 H -3.78 2.66 4.67  0.167
30 H -4.15 4.67 4.42  0.041
31 H -2.39 3.81 2.20  0.193
32 H -5.49 3.71 1.42  0.403
33 H -4.90 1.91 1.49  0.205
34 H -3.76 4.18 -0.49  0.330
35 H -4.66 0.62 -0.27  0.528
36 H -4.25 -3.28 -0.84  0.319
37 H -4.28 -1.80 0.35  0.316
38 H -6.66 -3.15 -0.69  0.328
39 H -6.57 -1.43 0.09  0.261
40 H -6.59 -1.53 -1.82  0.204
41 H 0.05 0.11 1.16  0.204
42 H 0.94 -0.21 -0.57  0.017
43 H -0.51 1.10 -0.35  0.032
44 H -1.85 0.81 -4.68  0.523
45 H -1.86 -0.95 -3.98  0.228
46 H 0.98 -0.73 -4.81  0.343
47 H 0.23 0.98 -5.30  0.185
48 H 1.99 1.43 -2.84  0.196
49 H 2.09 2.27 -4.55  -0.141
50 H 3.24 -0.77 -4.00  0.292
51 H 3.79 0.41 -5.45  0.245
52 H 4.30 0.78 -3.61  0.321
53 H -0.61 2.57 -1.98  0.266
54 H -1.86 3.97 -1.75  0.322
55 H 0.60 3.57 -3.49  0.103
56 H -0.08 4.56 -4.95  0.207
57 H -0.42 5.12 -3.09  0.250
58 C 1.65 1.28 3.82  -0.396
59 C 0.21 1.52 3.42  0.498
60 N -0.99 1.71 3.08  -0.505
61 H 2.20 0.80 3.00  0.110
62 H 2.13 2.24 4.06  0.329
63 H 1.69 0.64 4.70  0.078
64 C -3.91 3.81 8.18  -0.657
65 C -2.47 3.83 7.68  0.345
66 N -1.28 3.86 7.27  -0.452
67 H -4.01 3.08 8.99  0.305
68 H -4.20 4.80 8.54  0.261
69 H -4.58 3.52 7.36  0.214
70 C 1.25 -2.63 6.45  -0.760
71 C 2.40 -1.76 5.98  0.501
72 N 3.35 -1.03 5.58  -0.630
73 H 0.62 -2.07 7.15  0.286
74 H 0.65 -2.95 5.60  0.252
75 H 1.64 -3.52 6.96  0.321
76 C 6.56 -0.52 5.35  -0.252
77 C 7.63 -1.43 5.94  0.291
78 N 8.51 -2.19 6.42  -0.457
79 H 6.60 0.46 5.84  0.289
80 H 6.73 -0.39 4.28  0.232
81 H 5.57 -0.96 5.51  -0.023
82 C -3.78 7.87 2.98  -0.777
83 C -4.42 7.03 4.07  0.515
84 N -4.94 6.32 4.97  -0.584
85 H -2.71 7.65 2.90  0.264
86 H -4.26 7.66 2.02  0.252
87 H -3.91 8.93 3.21  0.332
88 C 3.08 -3.11 0.17  -0.758
89 C 2.88 -1.71 0.72  0.700
90 N 2.73 -0.54 1.17  -0.713
91 H 3.02 -3.84 0.98  0.305
92 H 2.29 -3.34 -0.56  0.210
93 H 4.05 -3.19 -0.32  0.238
94 C 7.14 -3.88 1.09  -0.756
95 C 5.91 -4.16 1.94  0.447
96 N 4.88 -4.38 2.64  -0.533
97 H 7.37 -4.75 0.48  0.315
98 H 6.96 -3.02 0.44  0.285
99 H 7.99 -3.66 1.74  0.263
100 C -3.21 -3.53 -6.12  0.039
101 C -1.77 -3.50 -6.62  0.324
102 N -0.58 -3.48 -7.03  -0.503
103 H -3.31 -4.25 -5.31  -0.007
104 H -3.49 -2.54 -5.76  -0.160
105 H -3.88 -3.82 -6.94  0.345
106 C 9.62 -6.37 3.74  -0.589
107 C 9.63 -7.00 2.36  0.343
108 N 9.64 -7.53 1.21  -0.438
109 H 10.64 -6.28 4.12  0.274
110 H 9.17 -5.37 3.68  0.166
111 H 9.03 -6.98 4.42  0.254
112 C -1.50 -6.24 -2.44  -0.541
113 C -2.95 -6.00 -2.84  0.449
114 N -4.15 -5.81 -3.18  -0.546
115 H -0.96 -6.71 -3.26  0.302
116 H -1.02 -5.28 -2.20  0.061
117 H -1.46 -6.88 -1.56  0.319
118 C 2.05 3.21 -7.93  -0.767
119 C 2.17 4.21 -6.79  0.489
120 N 2.26 5.04 -5.84  -0.491
121 H 1.00 2.99 -8.12  0.281
122 H 2.50 3.62 -8.83  0.325
123 H 2.57 2.28 -7.66  0.215

Calculated values
Kohn-Sham gap in eV: 5.920
E_HOMO in eV: -10.0
Total energy in eV: -98921.723
Charge: +1
Multiplicity: 1


Entry 2:
C5H10O in the gas phase. Source: the OMol25 dataset; level of theory: ωB97M-V/def2-TZVPD.

Last column: Mulliken charge in e.
Element x y z (Å)
1 C -1.28 0.33 1.14  -1.040
2 C -0.11 -0.07 0.67  0.647
3 C 1.16 -0.04 1.48  -1.315
4 C -0.03 -0.53 -0.78  0.274
5 C 0.31 0.62 -1.73  -1.238
6 O -1.26 -1.07 -1.22  -0.597
7 H -2.14 0.37 0.47  0.342
8 H -1.43 0.66 2.16  0.305
9 H 1.80 -0.91 1.30  0.315
10 H 0.94 0.02 2.55  0.369
11 H 1.75 0.85 1.22  0.285
12 H 0.75 -1.31 -0.87  0.293
13 H 0.04 0.33 -2.75  0.345
14 H 1.37 0.86 -1.70  0.346
15 H -0.26 1.51 -1.45  0.307
16 H -1.59 -1.62 -0.50  0.360

Calculated values
Kohn-Sham gap in eV: 10.437
E_HOMO in eV: -9.5
Total energy in eV: -7393.977
SMILES: C=C(C)[C@H](C)O
Multiplicity: 1


Entry 3:
2 unconnected molecules or ions with the total composition C5H13N2O. Source: the OMol25 dataset; level of theory: ωB97M-V/def2-TZVPD.

Last column: Mulliken charge in e.
Element x y z (Å)
1 C -0.52 -0.74 -0.74  0.136
2 C 2.30 -1.35 -0.23  -1.219
3 C 0.47 2.18 0.78  -1.129
4 C 1.31 -0.80 0.81  -0.153
5 C -0.41 0.95 1.04  -0.465
6 N -3.46 -0.53 -1.63  -0.150
7 N 0.06 -0.21 0.27  -0.060
8 O -2.66 0.22 -1.06  -0.352
9 H -0.10 -1.40 -1.51  0.377
10 H 2.06 -0.78 -1.07  0.389
11 H 3.39 -1.15 -0.08  0.339
12 H 2.11 -2.45 -0.35  0.305
13 H 0.61 2.43 -0.21  0.405
14 H -0.12 3.09 1.17  0.336
15 H 1.46 2.13 1.23  0.420
16 H 1.68 0.07 1.28  0.237
17 H 1.03 -1.51 1.66  0.364
18 H -1.40 0.98 0.56  0.340
19 H -0.53 0.68 2.10  0.288
20 H -3.87 -1.42 -1.32  0.291
21 H -3.40 -0.39 -2.69  0.302

Calculated values
Kohn-Sham gap (spin up / spin down) in eV: 9.857 / 7.936
E_HOMO (spin up / spin down) in eV: -14.0 / -13.0
Total energy in eV: -10410.970
Charge: +1
Multiplicity: 1


Entry 4:
A molecular structure, C5H8AgO3. Source: the OMol25 dataset; level of theory: ωB97M-V/def2-TZVPD.

Last column: Mulliken charge in e.
Element x y z (Å)
1 H 1.05 1.25 0.09  0.272
2 O -1.59 -0.12 0.31  -0.213
3 C -0.66 0.82 0.74  0.672
4 O -0.98 1.96 0.95  -0.320
5 Ag -3.21 2.89 0.36  0.554
6 O 0.48 0.07 1.48  -0.300
7 C 1.70 0.61 1.04  -0.011
8 C -2.82 0.29 0.09  0.046
9 C -3.70 -0.84 -0.20  -0.785
10 H -3.22 -1.83 -0.17  0.297
11 H -4.58 -0.80 0.46  0.315
12 H -4.09 -0.64 -1.21  0.309
13 C 2.73 -0.44 0.76  -1.039
14 H 2.03 1.39 1.75  0.291
15 H 2.26 -1.39 0.50  0.310
16 H 3.38 -0.59 1.64  0.297
17 H 3.36 -0.10 -0.07  0.307

Calculated values
Kohn-Sham gap in eV: 8.669
E_HOMO in eV: -13.9
Total energy in eV: -15444.428
Charge: +1
Multiplicity: 1


Entry 5:
4 unconnected molecules or ions with the total composition C6H21NO3. Source: the OMol25 dataset; level of theory: ωB97M-V/def2-TZVPD.

Last column: Mulliken charge in e.
Element x y z (Å)
1 C 1.05 -0.79 2.45  -0.959
2 C 0.04 0.33 2.50  -0.602
3 N -0.75 0.36 1.27  -0.225
4 C -0.01 0.75 0.08  -0.308
5 C -0.72 1.76 -0.83  0.548
6 C -2.14 1.28 -1.22  -1.425
7 C 0.16 2.04 -2.04  -1.603
8 H 1.79 -0.68 1.67  0.330
9 H 0.54 -1.76 2.38  0.217
10 H 1.66 -0.79 3.36  0.395
11 H -0.63 0.30 3.36  0.411
12 H 0.54 1.28 2.77  0.303
13 H -1.61 0.86 1.39  0.240
14 H 0.99 1.09 0.36  0.546
15 H 0.13 -0.13 -0.54  -0.253
16 H -0.87 2.68 -0.27  0.309
17 H -2.64 2.15 -1.61  0.422
18 H -2.16 0.48 -1.95  0.277
19 H -2.63 0.93 -0.31  0.409
20 H 1.18 2.32 -1.76  0.399
21 H -0.27 2.78 -2.72  0.392
22 H 0.27 1.13 -2.62  0.334
23 O 3.12 -0.97 -0.09  -0.694
24 H 2.96 -1.85 -0.45  0.349
25 H 2.34 -0.58 -0.51  0.282
26 O -1.30 -2.70 -0.02  -0.693
27 H -1.20 -1.76 0.22  0.369
28 H -2.27 -2.75 -0.08  0.275
29 O 1.10 -2.48 -1.33  -0.624
30 H 1.07 -2.36 -2.29  0.280
31 H 0.25 -2.92 -1.16  0.302

Calculated values
Kohn-Sham gap in eV: 9.418
E_HOMO in eV: -8.8
Total energy in eV: -14195.261
SMILES: CCNCC(C)C.O.O.O
Multiplicity: 1


Entry 6:
A molecular structure, C44H37NO6PS7W. Source: the OMol25 dataset; level of theory: ωB97M-V/def2-TZVPD.

Last column: Mulliken charge in e.
Element x y z (Å)
1 W 0.47 -0.60 -0.03  0.794
2 O -2.71 -0.76 1.83  -0.697
3 S -2.16 0.56 1.79  1.780
4 O -3.07 1.66 1.59  -0.810
5 O -1.01 0.70 0.83  -0.541
6 C -1.40 0.89 3.40  -0.659
7 C -2.18 1.67 4.24  -0.855
8 C -1.77 1.98 5.53  -0.649
9 C -0.55 1.51 5.99  -0.680
10 C 0.24 0.73 5.16  -0.687
11 C -0.17 0.41 3.87  0.458
12 S 1.00 -0.56 2.92  0.642
13 O 0.22 -1.57 2.21  -0.116
14 O 1.97 -1.04 3.86  -0.715
15 O 1.53 0.35 1.87  -0.310
16 H -3.13 2.04 3.86  0.558
17 H -2.40 2.59 6.16  0.395
18 H -0.21 1.74 6.99  0.391
19 H 1.19 0.35 5.50  0.542
20 C 2.23 5.00 -1.18  -1.773
21 C 3.03 4.10 -0.28  1.608
22 C 4.12 4.66 0.38  -0.875
23 C 4.95 3.91 1.19  -0.752
24 C 4.72 2.56 1.35  -0.981
25 C 3.64 1.98 0.71  -1.438
26 C 2.77 2.73 -0.08  1.258
27 P 1.44 1.74 -0.86  1.353
28 C -0.02 2.78 -1.14  1.088
29 C -0.65 2.72 -2.38  -1.335
30 C -1.85 3.39 -2.60  -0.679
31 C -2.41 4.13 -1.57  -0.966
32 C -1.78 4.19 -0.34  -0.680
33 C -0.58 3.53 -0.10  1.431
34 C 0.07 3.67 1.26  -1.782
35 C 2.13 1.38 -2.49  0.530
36 C 2.98 2.22 -3.20  -1.156
37 C 3.43 1.85 -4.46  -0.781
38 C 3.01 0.63 -5.00  -0.775
39 C 2.17 -0.20 -4.28  -0.482
40 C 1.72 0.16 -3.01  0.858
41 C 0.82 -0.75 -2.22  -1.228
42 H 2.86 5.82 -1.54  0.528
43 H 1.38 5.45 -0.66  0.377
44 H 1.83 4.49 -2.05  0.269
45 H 4.32 5.72 0.24  0.437
46 H 5.79 4.39 1.69  0.378
47 H 5.37 1.95 1.96  0.477
48 H 3.44 0.92 0.86  0.277
49 H -0.22 2.13 -3.18  0.387
50 H -2.33 3.33 -3.56  0.494
51 H -3.35 4.65 -1.72  0.378
52 H -2.24 4.74 0.48  0.437
53 H -0.70 3.82 2.02  0.460
54 H 0.75 4.52 1.28  0.312
55 H 0.64 2.78 1.53  0.129
56 H 3.32 3.15 -2.76  0.281
57 H 4.10 2.49 -5.01  0.443
58 H 3.36 0.33 -5.98  0.368
59 H 1.87 -1.15 -4.70  0.540
60 H 1.20 -1.76 -2.36  0.142
61 H -0.17 -0.75 -2.71  0.276
62 N -0.88 -1.78 -0.45  0.499
63 C -1.96 -2.37 -0.75  0.118
64 C -2.75 -1.84 -1.90  0.001
65 C -2.90 -0.46 -2.03  0.372
66 C -3.57 0.07 -3.12  -0.869
67 C -4.07 -0.76 -4.10  -0.603
68 C -3.91 -2.14 -3.99  -0.903
69 C -3.26 -2.68 -2.89  -0.204
70 C -2.41 -3.55 0.02  0.826
71 C -3.73 -4.00 -0.04  -0.580
72 C -4.13 -5.10 0.71  -0.901
73 C -3.22 -5.75 1.52  -0.679
74 C -1.91 -5.29 1.61  -0.957
75 C -1.51 -4.19 0.87  0.801
76 H -2.50 0.19 -1.26  0.247
77 H -3.69 1.15 -3.19  0.441
78 H -4.59 -0.34 -4.96  0.395
79 H -4.29 -2.79 -4.77  0.377
80 H -3.12 -3.75 -2.81  0.571
81 H -4.44 -3.48 -0.66  0.512
82 H -5.15 -5.44 0.66  0.408
83 H -3.52 -6.62 2.10  0.399
84 H -1.19 -5.79 2.25  0.409
85 H -0.50 -3.81 0.96  0.301
86 C 1.67 -4.46 3.62  -0.520
87 S 3.09 -4.30 2.50  -0.080
88 C 2.28 -4.54 0.97  0.361
89 C 2.08 -3.61 0.01  -0.130
90 S 2.61 -1.95 0.04  -0.523
91 S 1.27 -4.21 -1.43  -0.048
92 C 1.00 -5.84 -0.92  0.135
93 S 0.25 -6.97 -1.85  -0.255
94 S 1.72 -6.16 0.61  -0.206
95 H 2.03 -4.17 4.61  0.365
96 H 1.31 -5.49 3.66  0.373
97 H 0.88 -3.78 3.32  -0.129

Calculated values
Kohn-Sham gap (spin up / spin down) in eV: 6.766 / 7.023
E_HOMO (spin up / spin down) in eV: -4.4 / -5.3
Total energy in eV: -146969.742
<S²>: 2.0457
Charge: -1
Multiplicity: 3


Quick rundown of maximum force, same order as above: 10.25; 0.29; 4.32; 6.21; 1.03; 0.76 eV Å⁻¹